Here is C48H46ClF5N7OPbSSeSi as an isolated structure from the Open Molecules 2025 dataset. Energies are from the ωB97M-V functional and the def2-TZVPD basis.

Last column: Löwdin charge in e.
CARTESIAN COORDINATES (ANGSTROEM)
Pb (0.04, 0.57, 1.94)  1.102
C (-1.15, 0.37, 6.42)  -0.016
C (-0.87, 0.75, 4.99)  -0.275
N (-0.50, -0.15, 4.12)  -0.121
N (-0.45, -1.42, 4.50)  -0.060
C (0.58, -2.20, 4.38)  -0.992
N (0.36, -3.55, 4.50)  0.044
S (2.18, -1.68, 4.22)  0.489
C (-0.94, 2.12, 4.60)  -0.248
C (-1.51, 3.10, 5.44)  -0.010
C (-1.51, 4.42, 5.05)  -0.052
C (-0.92, 4.76, 3.83)  -0.045
C (-0.39, 3.75, 3.06)  -0.137
N (-0.41, 2.47, 3.41)  -0.046
H (-0.88, -0.67, 6.56)  0.069
H (-2.21, 0.48, 6.66)  0.083
H (-0.56, 0.99, 7.10)  0.088
H (-0.56, -3.84, 4.79)  0.080
H (1.13, -4.09, 4.86)  0.061
H (-1.97, 2.81, 6.37)  0.109
H (-1.97, 5.17, 5.67)  0.112
H (-0.90, 5.78, 3.49)  0.111
H (0.05, 3.97, 2.10)  0.103
F (-1.72, 1.12, -7.63)  0.082
C (-1.29, 0.90, -6.36)  -0.147
C (-0.05, 0.32, -6.13)  -0.150
F (0.73, -0.02, -7.17)  0.087
C (0.37, 0.08, -4.83)  -0.260
F (1.58, -0.48, -4.66)  0.057
C (-0.42, 0.40, -3.72)  -0.559
Se (0.12, -0.02, -2.00)  0.711
C (-1.65, 1.00, -3.99)  -0.257
F (-2.44, 1.36, -2.96)  0.067
C (-2.09, 1.25, -5.28)  -0.146
F (-3.30, 1.81, -5.49)  0.086
C (1.76, -5.29, -2.56)  -0.048
C (2.94, -4.33, -2.43)  -0.497
C (2.48, -2.92, -2.80)  -0.034
C (4.02, -4.76, -3.45)  -0.044
C (3.51, -4.41, -0.98)  -0.412
O (4.02, -5.74, -0.79)  -0.038
C (4.71, -3.48, -0.67)  -0.097
C (4.51, -2.03, -0.20)  -0.114
C (4.48, -0.94, -1.23)  -0.243
C (3.50, 0.04, -1.16)  -0.064
C (3.49, 1.11, -2.04)  -0.117
C (4.47, 1.20, -3.00)  -0.678
Cl (4.49, 2.54, -4.10)  0.652
C (5.47, 0.24, -3.09)  -0.110
C (5.47, -0.81, -2.19)  -0.053
C (2.46, -4.40, 0.17)  -0.035
N (1.44, -3.40, 0.28)  -0.083
C (1.36, -2.35, 1.10)  -0.216
N (0.17, -1.79, 1.02)  -0.050
C (-0.47, -2.56, 0.11)  -0.240
N (0.26, -3.54, -0.34)  0.120
H (1.50, -5.42, -3.61)  0.085
H (0.89, -4.90, -2.04)  0.056
H (2.02, -6.27, -2.15)  0.082
H (1.99, -2.94, -3.77)  0.091
H (3.32, -2.23, -2.87)  0.074
H (1.77, -2.52, -2.09)  0.035
H (3.64, -4.57, -4.45)  0.089
H (4.24, -5.82, -3.38)  0.080
H (4.94, -4.20, -3.35)  0.073
H (4.76, -5.86, -1.40)  0.087
H (5.38, -3.48, -1.54)  0.094
H (5.25, -4.00, 0.13)  0.122
H (5.35, -1.80, 0.47)  0.128
H (3.61, -1.96, 0.40)  0.077
H (2.71, -0.03, -0.43)  0.076
H (2.71, 1.85, -1.98)  0.083
H (6.23, 0.32, -3.85)  0.098
H (6.27, -1.54, -2.25)  0.110
H (3.03, -4.39, 1.11)  0.147
H (1.95, -5.36, 0.10)  0.136
H (2.11, -2.05, 1.81)  0.022
H (-1.49, -2.41, -0.19)  0.089
C (-5.71, -0.33, -1.51)  -0.099
C (-5.94, 0.86, -0.84)  -0.095
C (-4.95, 1.42, -0.05)  -0.108
C (-3.71, 0.81, 0.07)  -0.278
C (-3.50, -0.39, -0.61)  -0.121
C (-4.49, -0.96, -1.39)  -0.082
Si (-2.29, 1.62, 1.05)  0.638
C (-3.32, 2.65, 2.32)  -0.298
C (-3.90, 2.00, 3.40)  -0.116
C (-4.69, 2.67, 4.31)  -0.101
C (-4.91, 4.03, 4.17)  -0.108
C (-4.35, 4.69, 3.09)  -0.099
C (-3.57, 4.01, 2.18)  -0.109
C (-1.59, 2.93, -0.16)  -0.304
C (-0.22, 3.15, -0.24)  -0.207
C (0.33, 4.08, -1.10)  -0.088
C (-0.50, 4.84, -1.90)  -0.091
C (-1.87, 4.63, -1.86)  -0.086
C (-2.40, 3.68, -1.01)  -0.111
H (-6.48, -0.75, -2.14)  0.095
H (-6.89, 1.36, -0.95)  0.095
H (-5.15, 2.33, 0.49)  0.094
H (-2.53, -0.84, -0.54)  0.031
H (-4.30, -1.89, -1.91)  0.102
H (-3.74, 0.93, 3.51)  0.105
H (-5.14, 2.14, 5.14)  0.099
H (-5.51, 4.56, 4.89)  0.095
H (-4.54, 5.75, 2.96)  0.099
H (-3.15, 4.54, 1.34)  0.095
H (0.45, 2.55, 0.37)  -0.001
H (1.40, 4.22, -1.14)  0.101
H (-0.08, 5.59, -2.56)  0.097
H (-2.52, 5.21, -2.51)  0.100
H (-3.47, 3.50, -1.03)  0.098

The spin multiplicity is 1. The net charge is -1.

Here is C48H46KN4O2PS2 as an isolated structure from the Open Molecules 2025 dataset. Energies are from the ωB97M-V functional and the def2-TZVPD basis.

Last column: Löwdin charge in e.
CARTESIAN COORDINATES (ANGSTROEM)
K (-0.08, 0.31, -0.12)  0.576
C (2.80, 3.92, 0.00)  -0.069
C (1.31, 3.71, -0.11)  -0.267
C (0.72, 3.43, -1.34)  -0.042
C (-0.64, 3.17, -1.44)  -0.307
C (-1.23, 2.79, -2.78)  -0.049
C (-1.42, 3.20, -0.30)  -0.048
C (-0.86, 3.47, 0.95)  -0.274
C (-1.71, 3.46, 2.19)  -0.046
C (0.51, 3.72, 1.03)  -0.018
H (3.24, 4.10, -0.99)  0.068
H (3.28, 3.06, 0.45)  0.010
H (3.02, 4.78, 0.64)  0.075
H (1.35, 3.35, -2.22)  0.110
H (-1.31, 3.65, -3.44)  0.073
H (-2.23, 2.37, -2.65)  0.077
H (-0.61, 2.04, -3.27)  0.060
H (-2.47, 2.92, -0.34)  0.114
H (-1.95, 4.49, 2.50)  0.074
H (-1.19, 2.98, 3.01)  0.084
H (-2.64, 2.92, 2.01)  0.060
H (0.98, 3.86, 2.00)  0.108
O (-4.10, 0.95, 0.88)  -0.020
C (-3.24, 0.18, 1.32)  -0.659
O (-2.00, 0.39, 1.43)  -0.209
C (-3.71, -1.20, 1.81)  -0.157
C (-5.08, -1.41, 1.88)  -0.042
C (-5.61, -2.62, 2.31)  -0.106
C (-4.74, -3.64, 2.67)  -0.104
C (-3.37, -3.44, 2.59)  -0.085
C (-2.82, -2.23, 2.16)  -0.294
P (-0.98, -1.99, 2.06)  1.101
C (-0.43, -3.73, 2.35)  -0.374
C (-0.02, -4.26, 3.57)  -0.076
C (0.39, -5.59, 3.66)  -0.093
C (0.38, -6.40, 2.54)  -0.112
C (-0.03, -5.88, 1.32)  -0.119
C (-0.41, -4.55, 1.22)  -0.111
C (-0.65, -1.24, 3.70)  -0.354
C (0.69, -1.04, 4.05)  -0.093
C (1.02, -0.53, 5.30)  -0.060
C (0.01, -0.17, 6.19)  -0.093
C (-1.32, -0.34, 5.83)  -0.099
C (-1.65, -0.88, 4.60)  -0.081
H (-5.72, -0.58, 1.58)  0.109
H (-6.68, -2.76, 2.37)  0.091
H (-5.12, -4.60, 3.01)  0.092
H (-2.72, -4.26, 2.87)  0.093
H (0.00, -3.63, 4.45)  0.103
H (0.72, -5.98, 4.62)  0.094
H (0.68, -7.44, 2.62)  0.089
H (-0.05, -6.51, 0.44)  0.093
H (-0.71, -4.14, 0.26)  0.100
H (1.48, -1.28, 3.36)  0.049
H (2.05, -0.38, 5.56)  0.085
H (0.27, 0.25, 7.16)  0.094
H (-2.11, -0.05, 6.52)  0.090
H (-2.69, -1.01, 4.33)  0.099
C (-4.07, -4.36, -1.92)  -0.101
C (-3.85, -3.30, -1.06)  -0.062
C (-2.76, -2.46, -1.26)  -0.016
C (-1.90, -2.67, -2.32)  -0.249
C (-2.12, -3.74, -3.19)  -0.048
C (-3.20, -4.57, -2.99)  -0.109
N (-0.77, -1.79, -2.41)  0.053
N (-0.29, -1.73, -3.55)  0.052
C (0.89, -0.92, -3.70)  -0.359
C (1.57, -1.22, -4.89)  -0.086
C (2.78, -0.61, -5.15)  -0.138
C (3.27, 0.30, -4.22)  -0.125
C (2.54, 0.60, -3.07)  -0.164
C (1.30, 0.02, -2.74)  -0.138
H (-4.91, -5.02, -1.76)  0.091
H (-4.51, -3.12, -0.22)  0.088
H (-2.57, -1.63, -0.59)  0.090
H (-1.43, -3.89, -4.01)  0.093
H (-3.37, -5.41, -3.66)  0.089
H (1.13, -1.93, -5.58)  0.085
H (3.34, -0.84, -6.05)  0.079
H (4.23, 0.78, -4.38)  0.084
H (2.97, 1.34, -2.39)  0.073
C (2.44, -5.47, -0.78)  -0.120
N (2.83, -4.37, 0.07)  -0.064
C (2.52, -3.07, -0.20)  -0.928
N (2.04, -2.81, -1.42)  0.125
S (2.69, -1.88, 0.96)  0.616
H (2.57, -6.40, -0.23)  0.079
H (3.06, -5.52, -1.68)  0.077
H (1.39, -5.40, -1.08)  0.069
H (2.97, -4.54, 1.06)  0.101
H (2.12, -3.47, -2.18)  0.093
H (1.87, -1.84, -1.67)  0.037
S (3.43, 1.72, 2.79)  0.442
C (3.98, 1.19, 4.34)  -0.818
C (3.84, 1.99, 5.50)  -0.166
C (4.23, 1.54, 6.75)  -0.148
C (4.78, 0.28, 6.92)  -0.162
C (4.94, -0.53, 5.79)  -0.145
C (4.56, -0.08, 4.54)  -0.167
H (3.40, 2.97, 5.39)  0.078
H (4.10, 2.19, 7.61)  0.081
H (5.08, -0.08, 7.90)  0.070
H (5.37, -1.52, 5.89)  0.084
H (4.67, -0.72, 3.67)  0.078

The spin multiplicity is 1. The net charge is -2.

| no. | frontier orbital gap (hartree) | strongest force on any atom (eV/A) |
| --- | --- | --- |
| 1 | 0.2023 | 2.1 |
| 2 | 0.1864 | 0.7 |